1.
{"formula": "C24H26Cl2GaNO3", "method": "ωB97M-V/def2-TZVPD", "species": ["C", "C", "C", "H", "C", "C", "H", "C", "C", "C", "H", "C", "C", "H", "H", "H", "H", "H", "H", "Ga", "C", "C", "C", "H", "H", "H", "H", "H", "H", "C", "C", "H", "H", "O", "N", "C", "H", "C", "C", "H", "C", "H", "C", "H", "C", "H", "C", "H", "H", "H", "Cl", "C", "Cl", "C", "O", "O", "H"], "coordinates": [[2.0770, -0.2873, 3.0665], [2.5588, -0.8378, 1.8592], [2.4007, 0.1299, 0.8316], [3.0585, -1.7945, 1.7250], [1.8229, 1.3048, 1.4206], [1.6327, 1.0342, 2.8158], [1.8082, 2.2893, 0.9536], [-0.9114, -1.7761, 3.0226], [0.1028, -2.5343, 2.3983], [-0.1815, -2.6186, 1.0101], [0.9173, -3.0483, 2.9052], [-1.3892, -1.8851, 0.7527], [-1.8378, -1.3629, 2.0181], [2.8443, 0.0986, -0.1646], [1.3980, 1.7857, 3.5659], [2.1153, -0.7418, 4.0517], [-2.8390, -0.9608, 2.1671], [0.3479, -3.1931, 0.2517], [-1.0485, -1.6410, 4.0914], [0.0293, -0.0889, 1.2535], [-2.1745, -1.8173, -0.5474], [-3.5572, -2.4412, -0.3709], [-1.4355, -2.5188, -1.6836], [-3.4834, -3.4396, 0.0719], [-4.0690, -2.5525, -1.3337], [-4.1984, -1.8331, 0.2733], [-1.4749, -3.6035, -1.5488], [-0.3840, -2.2200, -1.7466], [-1.9049, -2.2897, -2.6465], [-2.3293, -0.3036, -0.8808], [-1.0533, 0.3677, -1.2702], [-2.8138, 0.2401, -0.0441], [-3.0007, -0.1815, -1.7413], [0.0431, 0.2693, -0.6073], [-0.9971, 1.1140, -2.3558], [0.0091, 2.1910, -2.5295], [-1.7084, 0.9745, -3.0636], [1.3664, 1.6667, -2.8477], [2.5055, 2.3190, -2.3673], [2.3536, 3.2085, -1.7507], [3.7766, 1.8326, -2.6798], [4.6682, 2.3385, -2.2961], [3.9042, 0.6959, -3.4920], [4.8956, 0.3151, -3.7414], [2.7621, 0.0601, -3.9882], [2.8422, -0.8214, -4.6250], [1.4952, 0.5594, -3.6742], [0.5920, 0.0949, -4.0679], [0.0012, 2.8255, -1.6368], [-0.3758, 2.7886, -3.3575], [-0.9641, 0.8912, 4.6202], [-1.6589, 2.3500, 3.8475], [-0.9184, 3.8349, 4.3662], [-1.6230, 2.3377, 2.2821], [-2.1932, 3.2492, 1.7166], [-1.0658, 1.3138, 1.6908], [-2.7373, 2.3123, 4.0300]], "atomic_forces_ev_per_a": [[0.4, 0.7, 0.0], [0.4, 0.5, -0.2], [0.4, -0.2, 0.5], [-0.4, 0.1, 0.1], [0.3, -0.3, 0.4], [0.9, -0.2, -0.2], [-0.4, -0.4, 0.1], [-0.3, -0.5, -0.5], [-0.6, -0.5, -0.2], [-0.3, 0.2, 0.1], [-0.2, 0.4, -0.2], [0.4, -0.2, 0.6], [0.2, -0.7, -0.1], [-0.5, -0.2, 0.2], [-0.3, -0.4, -0.3], [-0.2, -0.1, -0.3], [0.5, 0.3, 0.1], [0.1, 0.3, 0.3], [0.2, 0.1, -0.4], [1.0, -0.6, 1.1], [0.5, 0.7, 0.4], [-0.3, -0.1, 0.0], [0.1, -0.1, -0.2], [0.1, 0.2, 0.0], [0.1, 0.1, 0.0], [0.1, -0.1, 0.0], [0.1, 0.1, 0.0], [-0.1, 0.0, 0.1], [0.0, 0.0, 0.1], [-0.7, -0.3, -0.6], [1.7, -0.2, 0.9], [0.5, -0.2, -0.3], [-0.1, -0.1, 0.1], [-1.9, 0.5, -1.4], [-0.4, 0.5, -0.4], [-0.7, -0.3, -0.1], [0.0, 0.4, 0.4], [0.8, 0.1, -0.1], [-0.2, -0.2, -0.1], [0.3, -0.3, -0.1], [-0.1, -0.1, -0.2], [-0.4, -0.2, -0.2], [-0.2, 0.2, 0.1], [-0.3, 0.1, 0.1], [-0.1, 0.2, 0.1], [0.1, 0.2, 0.2], [0.4, -0.1, 0.0], [0.3, -0.1, 0.1], [0.0, -0.2, -0.1], [0.1, 0.1, 0.0], [-0.4, 0.8, 0.1], [-0.5, -0.9, -1.2], [0.1, 0.3, 0.5], [0.4, -0.8, -0.5], [0.3, -0.4, 0.2], [-1.5, 1.8, 0.4], [0.3, 0.4, 0.5]], "spin_multiplicity": 1, "charge": 0}

---

2.
{"formula": "C58H79N13", "method": "ωB97M-V/def2-TZVPD", "species": ["N", "C", "C", "C", "C", "C", "H", "H", "H", "H", "H", "N", "C", "C", "C", "C", "C", "H", "H", "H", "H", "H", "N", "C", "C", "C", "C", "C", "H", "H", "H", "H", "H", "N", "C", "C", "C", "C", "C", "H", "H", "H", "H", "H", "N", "C", "C", "C", "C", "C", "H", "H", "H", "H", "H", "N", "C", "C", "C", "C", "C", "H", "H", "H", "H", "H", "C", "C", "C", "C", "N", "H", "H", "H", "H", "H", "H", "H", "C", "C", "C", "C", "N", "H", "H", "H", "H", "H", "H", "H", "C", "C", "C", "C", "N", "H", "H", "H", "H", "H", "H", "H", "C", "C", "C", "C", "N", "H", "H", "H", "H", "H", "H", "H", "C", "C", "C", "C", "N", "H", "H", "H", "H", "H", "H", "H", "C", "C", "C", "C", "N", "H", "H", "H", "H", "H", "H", "H", "C", "C", "C", "C", "N", "H", "H", "H", "H", "H", "H", "H"], "coordinates": [[19.7098, 17.6621, 12.5883], [20.3856, 17.0532, 11.6079], [20.4179, 17.5471, 10.3278], [19.7460, 18.7385, 10.0425], [19.0477, 19.4093, 11.0381], [19.0474, 18.7766, 12.3024], [20.9432, 16.1087, 11.8250], [20.7708, 17.0188, 9.4778], [19.8285, 19.3587, 9.1413], [18.5706, 20.3569, 10.8885], [18.4808, 19.0997, 13.1486], [9.9157, 18.6202, 11.6650], [11.1641, 18.4262, 12.0555], [11.8350, 19.1442, 13.0264], [11.1556, 20.1833, 13.6490], [9.7960, 20.3376, 13.3647], [9.2361, 19.5423, 12.3878], [11.6878, 17.6494, 11.5324], [12.8585, 19.0247, 13.2510], [11.6499, 20.8641, 14.3369], [9.1877, 21.0711, 13.8526], [8.1759, 19.5224, 12.1866], [13.8797, 19.1533, 9.7319], [15.2070, 19.4757, 9.5927], [15.6470, 20.4986, 8.7819], [14.7312, 21.2111, 8.0159], [13.4036, 20.9541, 8.1608], [13.0191, 19.9234, 9.0546], [15.8982, 18.9380, 10.2301], [16.7390, 20.6486, 8.9529], [15.1069, 21.9264, 7.3109], [12.6484, 21.5054, 7.4946], [11.9604, 19.7372, 9.2182], [15.6183, 17.3144, 12.5849], [16.4122, 16.7151, 13.5637], [16.1939, 15.4974, 14.1011], [15.1204, 14.7117, 13.6418], [14.3610, 15.1756, 12.6087], [14.6375, 16.5022, 12.1669], [17.3133, 17.2241, 13.8101], [16.8569, 15.0810, 14.8542], [14.9618, 13.6882, 13.9834], [13.5470, 14.6823, 12.0948], [14.0664, 16.8825, 11.2848], [21.4190, 14.9149, 15.7145], [21.6235, 13.7500, 16.3436], [21.0525, 12.5466, 16.0192], [20.1170, 12.5672, 15.0292], [19.8304, 13.7741, 14.3700], [20.5152, 14.9346, 14.7355], [22.3352, 13.8141, 17.1810], [21.1667, 11.7104, 16.6755], [19.7734, 11.6408, 14.5433], [19.0674, 13.6901, 13.5550], [20.4500, 15.8805, 14.2178], [17.6884, 11.9602, 12.5611], [17.6878, 11.0038, 11.7066], [17.3076, 9.6667, 12.0154], [16.7174, 9.4156, 13.2309], [16.5121, 10.4799, 14.1083], [17.1251, 11.7248, 13.7772], [18.0098, 11.2202, 10.6909], [17.5745, 8.9483, 11.2971], [16.4832, 8.4095, 13.5083], [15.9383, 10.3225, 15.0341], [17.1983, 12.4831, 14.5205], [19.0234, 18.2457, 16.6783], [18.4771, 16.8043, 16.6246], [17.2064, 16.7034, 17.5126], [16.2054, 17.7314, 17.2327], [15.4085, 18.5684, 17.1136], [18.1669, 18.8940, 16.5603], [19.7844, 18.5144, 15.9521], [19.3619, 18.5416, 17.7386], [19.1274, 16.0149, 16.8933], [18.0802, 16.6435, 15.6498], [17.4369, 16.8399, 18.5646], [16.8071, 15.6955, 17.3019], [12.6219, 13.0847, 16.0667], [13.0079, 11.9604, 17.0303], [14.1408, 12.4036, 17.9749], [15.2596, 13.0270, 17.1602], [16.0338, 13.5767, 16.5530], [13.4256, 13.5109, 15.5445], [12.2552, 13.8152, 16.8077], [11.7773, 12.7645, 15.4485], [13.3645, 11.0648, 16.5079], [12.0859, 11.6896, 17.6603], [14.5550, 11.5700, 18.5648], [13.8965, 13.2460, 18.6123], [12.9870, 16.8982, 15.6357], [11.8695, 17.1443, 16.6516], [12.2034, 17.1224, 18.1510], [12.1704, 15.7817, 18.7428], [12.0312, 14.7717, 19.2733], [13.2332, 15.8109, 15.5869], [13.9608, 17.3980, 15.8283], [12.7806, 17.1654, 14.6068], [10.9203, 16.5782, 16.4418], [11.5393, 18.1477, 16.4352], [11.3462, 17.5901, 18.6471], [13.0798, 17.6598, 18.4895], [13.7040, 11.9342, 10.5290], [13.1491, 10.6113, 10.1519], [12.1823, 10.1084, 11.1085], [12.7640, 10.0005, 12.5051], [13.0863, 10.0761, 13.6008], [14.3219, 11.9432, 11.4204], [12.9206, 12.6841, 10.6299], [14.3135, 12.3332, 9.6794], [13.9873, 9.9138, 9.9746], [12.5296, 10.7789, 9.2523], [11.8178, 9.1140, 10.7650], [11.2978, 10.7043, 11.2131], [16.3461, 16.4332, 7.9173], [17.2160, 16.3197, 9.1300], [17.1021, 15.1042, 10.0427], [17.5341, 13.8827, 9.4687], [17.9228, 12.9015, 8.9777], [16.5620, 17.4100, 7.3548], [15.2496, 16.4906, 8.0744], [16.5103, 15.6501, 7.1825], [17.2209, 17.1946, 9.8252], [18.2967, 16.2579, 8.7753], [16.0768, 14.9602, 10.3033], [17.6622, 15.3403, 10.9978], [14.8970, 20.8968, 14.6099], [15.2039, 20.7822, 13.1035], [14.7448, 22.0009, 12.2936], [15.6331, 23.0971, 12.5331], [16.2489, 24.0155, 12.8416], [15.1031, 19.9514, 15.0841], [13.8428, 21.1428, 14.7850], [15.5392, 21.6926, 14.9960], [14.5652, 19.9761, 12.7380], [16.2497, 20.5313, 12.9197], [13.7548, 22.3863, 12.5944], [14.7907, 21.7363, 11.2313], [8.4956, 14.8999, 15.2709], [9.0464, 15.7625, 14.0991], [8.5245, 15.1760, 12.6884], [9.3017, 14.0175, 12.3525], [10.1767, 13.3100, 12.0379], [7.5227, 14.5844, 14.9814], [8.5493, 15.4313, 16.2557], [9.0297, 13.9398, 15.2665], [10.1424, 15.8949, 14.1177], [8.6254, 16.7632, 14.1536], [8.6463, 16.0189, 11.9342], [7.4945, 14.8291, 12.8474]], "atomic_forces_ev_per_a": [[0.3, -0.4, -0.2], [0.4, -0.8, 0.1], [-1.1, 0.9, -0.8], [0.0, 1.8, 0.5], [0.6, -1.6, 1.3], [0.0, -0.2, -0.6], [-0.7, 0.9, 0.1], [0.9, -0.6, -0.3], [0.1, -1.1, -0.3], [-0.2, 0.3, -0.1], [-0.4, 0.8, 0.2], [-0.5, 0.5, 1.1], [0.5, -0.5, -0.5], [-1.0, 1.4, 0.3], [-0.4, -0.1, -0.1], [0.5, -0.1, -0.2], [0.0, -1.0, -0.5], [0.3, -0.3, -0.3], [0.9, -0.6, 0.0], [0.0, -0.2, 0.0], [-0.2, 0.3, 0.3], [-0.2, 0.5, -0.1], [0.7, 0.9, -0.4], [-1.9, -0.1, 0.3], [1.2, -0.7, 1.3], [1.3, 0.1, -0.1], [-1.8, -0.1, -0.7], [0.3, 0.2, -0.2], [-0.1, -0.2, 0.0], [-0.9, 0.5, -1.1], [-0.1, 0.4, -0.2], [1.1, -1.0, 1.4], [0.1, -0.2, 0.0], [0.3, -2.2, 1.1], [-0.9, 1.4, -1.7], [-0.6, -1.5, 0.4], [0.3, -0.8, -0.1], [0.1, 2.1, -0.4], [-0.1, 0.4, -1.2], [0.4, 0.7, 0.3], [-0.1, 0.1, -0.2], [0.2, 0.3, 0.2], [0.1, -0.4, 0.3], [0.3, -0.1, 0.9], [0.1, -0.4, 0.3], [1.0, 1.2, 0.9], [-0.5, 0.4, 0.9], [-0.2, 0.0, -2.2], [-0.7, -0.6, -0.6], [0.2, -0.8, 0.0], [-0.3, -0.1, -0.4], [0.5, -0.6, -0.1], [-0.4, 0.4, 0.7], [0.9, 0.5, 0.6], [-0.5, 0.1, -0.1], [-0.7, 1.7, 2.3], [-0.2, -2.6, -1.4], [0.3, 2.1, 0.3], [0.2, 0.3, -0.2], [0.7, 1.2, -0.1], [-0.7, -2.2, -0.6], [0.2, 0.1, 0.2], [-0.1, -1.1, -0.7], [-0.4, -0.4, 0.2], [0.5, 0.3, -0.4], [-0.1, 0.7, 0.3], [0.2, 0.0, 2.1], [-1.3, 2.1, 0.6], [0.4, -0.5, -0.5], [-1.1, 0.9, -0.1], [1.1, -1.1, 0.2], [-0.2, 0.4, -0.5], [0.1, -0.2, 0.0], [-0.1, -0.7, -1.5], [0.9, -0.6, 0.2], [0.2, -0.4, -1.0], [0.1, -0.3, 0.3], [-0.3, 0.5, 0.5], [-1.9, -0.6, 2.3], [-0.5, -0.6, 0.6], [1.3, 0.4, -1.0], [-2.8, -2.2, 2.2], [2.1, 1.3, -1.5], [1.0, 0.3, -1.0], [-0.1, 0.4, -0.8], [0.4, 0.2, -0.2], [-0.3, 0.1, 0.0], [1.4, 0.3, -0.9], [-0.2, 0.4, -0.2], [-0.6, -0.2, 0.4], [1.3, -1.7, 0.2], [-0.3, 0.7, -0.9], [-1.1, -0.5, 0.1], [0.1, 0.0, 0.1], [0.2, -0.1, -0.1], [-0.1, 0.6, 0.1], [-0.9, -0.1, 0.4], [-0.7, 0.1, -0.1], [1.1, -0.1, 0.3], [-0.2, 0.7, 0.2], [0.1, 0.2, 0.0], [0.4, 0.1, -0.4], [0.9, 1.9, -1.1], [0.6, 0.6, -1.8], [-0.5, -2.6, 2.4], [-1.1, 0.2, -1.3], [0.4, -0.2, 0.5], [0.1, -0.1, 0.2], [-0.3, -0.1, 0.3], [-0.1, -0.4, 0.7], [-0.6, 0.1, -0.1], [0.7, -0.4, -0.2], [0.3, 0.4, 0.6], [-0.4, 0.7, 0.0], [-1.0, 1.7, -1.3], [2.6, 0.4, 0.4], [-0.1, 1.4, 1.3], [1.5, -2.7, -1.4], [-0.7, 1.5, 0.7], [-0.1, -1.3, 0.8], [0.5, -0.2, 0.4], [0.2, -0.3, 0.1], [-0.4, -0.4, -0.8], [-1.2, 0.4, 0.2], [-0.9, -0.1, 0.5], [-0.5, -0.6, -1.0], [0.5, 0.5, -1.0], [-1.7, -0.5, 0.5], [0.2, -0.4, -0.1], [0.4, 1.2, 0.3], [0.3, 0.0, -0.1], [0.2, -0.2, 0.4], [0.2, 0.1, -0.1], [-0.2, -0.1, 0.5], [0.5, -0.3, -0.2], [-0.1, 0.1, -0.1], [0.1, -0.6, -0.3], [-0.4, 0.2, 0.1], [1.6, 0.3, -0.5], [-0.8, -0.4, -0.4], [0.2, 1.6, 1.5], [3.1, -1.1, -1.4], [-1.9, 0.8, 0.7], [-1.3, 0.2, 0.3], [-0.2, -0.7, -0.9], [0.3, 0.3, 0.5], [-0.4, -0.3, -0.1], [-0.1, 0.2, 0.1], [-0.3, -1.4, 0.6], [0.0, 0.6, -0.3]], "spin_multiplicity": 1, "charge": 0}

---

3.
{"formula": "C2H2N2OS", "method": "ωB97M-V/def2-TZVPD", "species": ["C", "C", "N", "N", "O", "S", "H", "H"], "coordinates": [[-1.5740, 1.4279, -0.3726], [0.1927, -0.2395, 0.2180], [1.8271, -1.9326, 0.2218], [1.0630, -1.0299, 0.3574], [-2.1818, 2.4310, -0.4144], [-1.0550, 0.4622, 1.0907], [-1.0698, 0.8718, -1.2771], [2.7977, -1.9908, 0.1762]], "atomic_forces_ev_per_a": [[1.4, -1.3, -1.5], [-0.3, -0.1, 0.3], [-1.6, -3.5, -0.4], [0.6, 1.5, -0.4], [-0.6, 0.4, 0.3], [-0.3, 0.7, 0.2], [-0.9, 1.0, 1.1], [1.9, 1.4, 0.4]], "spin_multiplicity": 1, "de_lowest_kcal_mol": 82.8, "charge": 0}

---

no.,DFT total energy (Ha),HOMO level (eV)
1,-4055.742506,-7.4
2,-2969.135263,-9.2
3,-660.215787,-9.0